1.
This record from the OMol25 dataset describes a molecular structure, C34H52BClN8PrS3 at a distorted geometry. The level of theory is the ωB97M-V functional and the def2-TZVPD basis.

Calculated values
Kohn-Sham gap (spin up / spin down) = 7.2 / 7.3 eV
ΔE to the lowest compared entry with this formula, charge and spin = 0.266 eV
HOMO (spin up / spin down) = -10.2 / -10.3 eV

Structure (ORCA input):
```
! wB97M-V def2-TZVPD RIJCOSX def2/J DEFGRID3
* xyz 1 3
Pr 0.657 0.392 0.728
C -1.889 -0.939 4.717
C -1.323 -1.818 3.657
C -0.641 -2.959 3.933
C -0.110 -3.749 2.877
N -0.327 -3.434 1.636
N -1.024 -2.316 1.324
B -1.509 -2.284 -0.148
N -2.918 -1.749 -0.368
N -3.807 -2.640 0.086
C -5.081 -2.425 -0.050
C -5.543 -1.257 -0.704
C -4.656 -0.325 -1.152
C -5.107 0.939 -1.805
C -3.256 -0.559 -0.951
S -2.120 0.627 -1.356
C -5.991 -3.497 0.533
C -5.682 -3.624 2.034
C -5.681 -4.832 -0.164
C -7.468 -3.153 0.347
N -1.247 -3.680 -0.816
N -1.672 -4.911 -0.623
C -1.192 -5.832 -1.429
C -0.257 -5.512 -2.452
C 0.175 -4.227 -2.648
C 1.122 -3.767 -3.706
C -0.368 -3.304 -1.743
S -0.353 -1.577 -1.588
C -1.668 -7.266 -1.263
C -2.711 -7.385 -0.152
C -2.295 -7.736 -2.586
C -0.453 -8.146 -0.924
C -1.453 -1.431 2.280
S -2.095 0.065 1.861
C 0.677 -5.033 3.125
C -0.069 -6.188 2.442
C 0.813 -5.337 4.618
C 2.079 -4.907 2.516
H -1.789 -1.400 5.698
H -2.939 -0.725 4.516
H -1.364 0.019 4.711
H -0.510 -3.260 4.962
H -6.603 -1.097 -0.840
H -6.180 0.925 -1.983
H -4.580 1.091 -2.747
H -4.860 1.791 -1.170
H -4.644 -3.921 2.180
H -6.333 -4.374 2.485
H -5.846 -2.672 2.545
H -4.617 -5.049 -0.084
H -5.956 -4.792 -1.220
H -6.248 -5.636 0.309
H -7.726 -2.216 0.845
H -8.073 -3.944 0.788
H -7.733 -3.082 -0.710
H 0.108 -6.301 -3.097
H 1.412 -4.580 -4.367
H 2.019 -3.344 -3.248
H 0.658 -2.975 -4.298
H -3.613 -6.830 -0.406
H -2.331 -7.004 0.794
H -2.976 -8.435 -0.025
H -3.104 -7.068 -2.888
H -2.711 -8.735 -2.452
H -1.563 -7.785 -3.392
H 0.022 -7.814 0.000
H 0.293 -8.131 -1.720
H -0.780 -9.178 -0.791
H -1.051 -6.336 2.896
H 0.502 -7.113 2.550
H -0.207 -5.972 1.384
H -0.162 -5.476 5.091
H 1.357 -4.548 5.141
H 1.376 -6.262 4.742
H 2.025 -4.707 1.447
H 2.628 -5.838 2.666
H 2.646 -4.106 2.993
C 2.706 -1.017 -0.648
C 3.338 0.054 0.015
C 3.189 -0.141 1.401
C 2.449 -1.325 1.600
C 2.150 -1.868 0.331
H 2.745 -1.217 -1.709
H 3.955 0.814 -0.444
H 3.634 0.458 2.179
H 2.272 -1.793 2.556
H 1.746 -2.851 0.151
N -0.282 2.839 0.632
C -0.047 3.615 -0.596
C 1.277 3.185 -1.210
N 1.210 1.737 -1.499
H -1.266 2.858 0.876
H 0.203 3.261 1.420
H -0.040 4.692 -0.421
H -0.850 3.388 -1.300
H 2.089 3.357 -0.498
H 1.476 3.778 -2.105
H 2.080 1.439 -1.923
H 0.487 1.585 -2.199
Cl 0.794 1.252 3.129
*
```


2.
This record from the OMol25 dataset describes a molecular structure, C34H52Cl20O2 at a distorted geometry. The level of theory is the ωB97M-V functional and the def2-TZVPD basis.

Calculated values
Kohn-Sham gap = 6.5 eV
HOMO = -7.6 eV

Structure (ORCA input):
```
! wB97M-V def2-TZVPD RIJCOSX def2/J DEFGRID3
* xyz 0 1
C -0.062 0.838 -2.382
C -1.467 1.343 -1.653
C -1.657 1.568 -0.038
C -3.088 2.030 0.681
C -4.387 2.275 -0.342
C -5.813 2.739 0.353
C -7.125 1.894 -0.191
C -7.009 0.560 -0.905
C -8.358 -0.215 -1.452
O -8.422 -1.550 -1.457
C -9.604 0.780 -1.949
C -9.779 2.100 -1.227
C -8.698 2.425 0.007
O -9.063 3.048 1.131
C -4.163 2.081 -1.975
C -2.757 1.617 -2.679
H 0.846 0.918 -1.648
H -0.148 -0.303 -2.715
H 0.055 1.527 -3.348
H -0.746 1.379 0.706
H -3.193 2.189 1.860
H -5.730 2.561 1.517
H -5.898 3.911 0.142
H -5.966 0.073 -1.127
H -10.311 0.429 -2.836
H -10.656 2.826 -1.505
H -5.137 2.270 -2.638
H -2.594 1.467 -3.835
Cl -4.234 0.316 4.139
C -3.105 -1.033 3.864
C -1.710 -0.550 3.504
Cl -1.656 0.215 1.895
H -3.525 -1.672 3.080
H -3.071 -1.611 4.792
H -1.018 -1.398 3.474
H -1.332 0.171 4.236
Cl 1.500 4.746 -1.486
C 3.078 3.963 -1.232
C 3.639 3.370 -2.515
Cl 2.697 1.965 -3.075
H 2.958 3.200 -0.455
H 3.756 4.732 -0.850
H 4.661 3.019 -2.347
H 3.661 4.108 -3.323
Cl 3.266 1.022 0.161
C 4.395 -0.327 -0.115
C 5.790 0.156 -0.475
Cl 5.844 0.921 -2.083
H 3.975 -0.966 -0.899
H 4.429 -0.905 0.813
H 6.482 -0.692 -0.505
H 6.168 0.877 0.257
Cl 6.386 1.367 2.513
C 7.558 2.693 2.704
C 6.893 4.059 2.658
Cl 6.267 4.449 1.035
H 8.319 2.589 1.924
H 8.044 2.549 3.673
H 7.620 4.837 2.911
H 6.062 4.127 3.367
Cl -12.909 3.999 -0.750
C -13.701 3.039 0.524
C -12.888 1.812 0.907
Cl -12.846 0.598 -0.396
H -14.700 2.765 0.171
H -13.814 3.696 1.391
H -13.337 1.325 1.778
H -11.856 2.075 1.160
Cl 4.146 -2.325 -2.746
C 5.310 -3.504 -3.397
C 5.706 -4.550 -2.367
Cl 6.689 -3.859 -1.051
H 6.180 -2.953 -3.768
H 4.826 -3.988 -4.251
H 6.313 -5.328 -2.841
H 4.829 -5.028 -1.921
Cl 4.874 -1.042 -5.331
C 5.213 -0.089 -6.797
C 6.441 0.792 -6.638
Cl 6.172 2.119 -5.479
H 4.322 0.500 -7.033
H 5.372 -0.805 -7.609
H 6.693 1.256 -7.596
H 7.309 0.217 -6.300
Cl 4.680 -1.854 2.655
C 3.290 -2.597 3.483
C 2.260 -3.138 2.505
Cl 1.419 -1.836 1.625
H 2.855 -1.849 4.154
H 3.686 -3.413 4.095
H 1.493 -3.701 3.045
H 2.716 -3.806 1.768
Cl 0.147 2.385 6.095
C -0.644 1.425 7.368
C 0.168 0.198 7.752
Cl 0.210 -1.016 6.448
H -1.644 1.151 7.015
H -0.758 2.082 8.235
H -0.281 -0.289 8.622
H 1.200 0.461 8.004
Cl 2.197 -7.449 -1.522
C 3.322 -8.823 -1.659
C 4.758 -8.370 -1.875
Cl 4.996 -7.631 -3.478
H 2.976 -9.466 -2.474
H 3.247 -9.388 -0.725
H 5.432 -9.231 -1.820
H 5.070 -7.645 -1.116
*
```